{
  "formula": "C11H34N2O5",
  "method": "ωB97M-V/def2-TZVPD",
  "lumo_ev": 0.538,
  "multiplicity": 1,
  "e_homo_ev": -9.21,
  "total_charge": 0,
  "smiles": "COC[C@H](C)N.COC[C@H](C)N.CO.CO.CO",
  "de_lowest_kj_mol": 104.2,
  "energy_ev": -25172.9616,
  "symbols": ["C", "O", "H", "H", "H", "H", "C", "O", "H", "H", "H", "H", "C", "O", "H", "H", "H", "H", "C", "C", "C", "O", "C", "N", "H", "H", "H", "H", "H", "H", "H", "H", "H", "H", "H", "C", "C", "C", "O", "C", "N", "H", "H", "H", "H", "H", "H", "H", "H", "H", "H", "H"],
  "coordinates": [[4.1455, -1.6108, -2.1340], [3.8207, -1.5366, -3.5308], [4.4464, -0.6666, -1.6782], [3.2555, -1.9943, -1.6321], [4.9803, -2.3100, -2.0886], [3.7164, -0.6298, -3.8248], [4.7430, 1.0851, 3.0030], [3.8149, 0.6679, 3.9978], [4.3882, 0.7826, 2.0200], [4.8433, 2.1635, 3.0901], [5.7506, 0.7034, 3.1854], [3.7315, -0.2891, 4.0034], [-0.3314, -6.1523, -0.0588], [-1.1119, -6.9664, -0.9034], [-1.0184, -5.4662, 0.4365], [0.2534, -6.7636, 0.6258], [0.3215, -5.4428, -0.5843], [-0.6238, -7.7235, -1.2289], [-0.5011, 0.5264, 0.7523], [0.7636, 0.1846, 1.5347], [1.6485, -0.7578, 0.7388], [1.0105, -1.9492, 0.3127], [0.3416, -2.6950, 1.2929], [1.5585, 1.4163, 1.7220], [-0.3359, 1.3666, 0.0741], [-1.3257, 0.8868, 1.3793], [-0.9072, -0.3331, 0.2219], [0.4798, -0.1262, 2.5450], [2.5689, -0.9822, 1.2942], [1.9457, -0.2605, -0.1824], [0.9399, -3.2161, 2.0401], [-0.3998, -3.3461, 0.8301], [-0.3561, -2.0226, 1.8197], [2.2467, 1.2876, 2.4594], [0.9939, 2.1980, 2.0356], [-5.3963, 2.5438, -1.0225], [-4.1750, 3.2550, -0.4395], [-2.8617, 2.6614, -0.9430], [-2.6710, 3.0083, -2.2921], [-1.5347, 2.3793, -2.8284], [-4.1591, 4.6841, -0.7504], [-6.2972, 3.1417, -0.8779], [-5.5802, 1.5302, -0.6542], [-5.2812, 2.4020, -2.1040], [-4.2253, 3.1471, 0.6492], [-2.7997, 1.5949, -0.7107], [-2.0961, 3.1625, -0.3313], [-0.6288, 2.8257, -2.3983], [-1.5544, 2.4461, -3.9157], [-1.4609, 1.2987, -2.6358], [-4.0138, 4.7846, -1.7526], [-5.0618, 5.1062, -0.5616]]
}